Run one
This record from the OMol25 dataset describes a structure of composition CH2NO2S. The level of theory is ωB97M-V/def2-TZVPD.

Calculated values
Lowest unoccupied orbital energy = 4.1 eV
Net charge = -1

CARTESIAN COORDINATES (ANGSTROEM)
S 0.119 1.367 0.627
O -2.197 -0.092 -0.480
O -0.829 -1.367 0.845
N 1.499 0.601 -0.335
C -1.328 -0.477 0.265
H 1.234 0.145 -1.199
H 1.501 -0.177 0.278

Here are the natural (NBO) charges for atoms 1 to 4, given in e: -0.325, -0.662, -0.649, -0.968


Run two
This record from the OMol25 dataset describes a cluster of 2 separate species, CH2NO2S in total. The level of theory is ωB97M-V/def2-TZVPD.

Calculated values
Lowest unoccupied orbital energy = 3.6 eV
Net charge = -1

CARTESIAN COORDINATES (ANGSTROEM)
S 1.161 -0.583 -1.135
O -1.618 1.895 -1.105
O -2.133 0.234 0.409
N 1.319 -0.568 0.693
C -1.907 1.001 -0.426
H 0.838 -1.491 0.918
H 2.340 -0.489 0.646

Here are the natural (NBO) charges for atoms 1 to 4, given in e: -0.657, -0.528, -0.529, -1.036


Run three
This record from the OMol25 dataset describes the ion CH2NO2S with charge -1. The level of theory is ωB97M-V/def2-TZVPD.

Calculated values
Lowest unoccupied orbital energy = 4.3 eV
Net charge = -1

CARTESIAN COORDINATES (ANGSTROEM)
S -1.059 -0.476 0.847
O -1.747 0.139 2.004
O -0.046 -1.492 1.259
N 0.353 0.863 0.072
C 0.718 0.433 -1.032
H 0.276 -0.498 -1.490
H 1.506 1.031 -1.659

Here are the natural (NBO) charges for atoms 1 to 4, given in e: 1.541, -0.999, -1.020, -0.597


Run four
This record from the OMol25 dataset describes a structure of composition CH2NO2S. The level of theory is ωB97M-V/def2-TZVPD.

Calculated values
Lowest unoccupied orbital energy = 3.8 eV
Net charge = -1

CARTESIAN COORDINATES (ANGSTROEM)
S -3.755 0.719 0.203
O -1.305 -0.199 -0.906
O -1.440 0.609 1.536
N 0.019 -0.363 -0.457
C -2.207 0.501 0.596
H -0.049 -0.197 0.584
H 0.205 -1.294 -0.737

Here are the natural (NBO) charges for atoms 1 to 4, given in e: -0.307, -0.588, -0.646, -0.593


Short version: run one is the most stable of them.


Run one
This record from the OMol25 dataset describes a cluster of 2 separate species, C4H12NO in total. The level of theory is ωB97M-V/def2-TZVPD.

Calculated values
Lowest unoccupied orbital energy = -3.4 eV
Net charge = +1

CARTESIAN COORDINATES (ANGSTROEM)
O 1.158 -6.063 0.339
N -1.134 1.871 0.571
C -1.545 0.968 -0.544
C 0.377 2.259 0.287
C 0.951 0.868 0.271
C -0.177 0.153 -0.799
H -0.110 -0.928 -0.741
H -1.975 1.501 -1.460
H 0.395 2.818 -0.609
H 2.083 -5.783 0.395
H 1.939 1.127 -0.230
H -1.096 1.451 1.496
H -1.754 2.698 0.636
H 1.292 -6.985 0.070
H 0.269 0.471 -1.720
H 1.080 0.328 1.211
H 0.681 2.919 1.082
H -2.435 0.327 -0.254

Here are the natural (NBO) charges for atoms 1 to 4, given in e: -0.934, -0.519, -0.265, -0.196


Run two
This record from the OMol25 dataset describes a cluster of 2 separate species, C4H12NO in total. The level of theory is ωB97M-V/def2-TZVPD.

Calculated values
Lowest unoccupied orbital energy = -3.7 eV
Net charge = +1

CARTESIAN COORDINATES (ANGSTROEM)
O 2.887 -1.298 0.607
N -0.831 1.456 -0.707
C -0.652 -1.077 1.298
C 1.810 -0.533 1.099
C 0.500 -1.123 0.630
C -1.691 0.708 -1.679
H -0.483 0.813 0.038
H -1.052 0.072 -2.284
H -1.515 -1.618 0.931
H 3.450 -0.759 0.046
H 1.880 0.508 0.751
H 1.846 -0.504 2.189
H -0.018 1.867 -1.165
H -0.731 -0.579 2.257
H -2.406 0.113 -1.124
H -2.183 1.423 -2.331
H 0.547 -1.669 -0.308
H -1.358 2.201 -0.249

Here are the natural (NBO) charges for atoms 1 to 4, given in e: -0.699, -0.693, -0.435, -0.108


Short version: run one is the most stable of them.


Run one
This record from the OMol25 dataset describes a cluster of 2 separate species, C4H12NO in total. The level of theory is ωB97M-V/def2-TZVPD.

Calculated values
Lowest unoccupied orbital energy = -3.0 eV
Net charge = +1

CARTESIAN COORDINATES (ANGSTROEM)
O 1.718 1.584 -2.148
N -0.162 0.396 -0.472
C -0.696 -0.355 1.754
C -0.042 0.807 0.961
C -0.128 -1.094 -0.486
C -0.992 -1.455 0.717
H -1.081 0.689 -0.806
H 1.028 0.833 1.205
H 0.901 -1.442 -0.328
H 0.108 -0.732 2.389
H 2.252 1.160 -2.849
H -0.463 -1.481 -1.431
H -1.560 -0.083 2.340
H -0.767 -2.444 1.105
H 0.549 0.815 -1.105
H 1.805 2.535 -2.284
H -2.022 -1.539 0.368
H -0.448 1.804 1.070

Here are the natural (NBO) charges for atoms 1 to 4, given in e: -0.975, -0.517, -0.426, -0.228


Run two
This record from the OMol25 dataset describes a cluster of 2 separate species, C4H12NO in total. The level of theory is ωB97M-V/def2-TZVPD.

Calculated values
Lowest unoccupied orbital energy = -3.5 eV
Net charge = +1

CARTESIAN COORDINATES (ANGSTROEM)
O 1.582 1.168 0.290
N -0.891 0.636 1.200
C 0.770 -1.539 -1.456
C 1.938 0.493 -0.646
C -2.130 0.592 2.030
C 1.026 -0.050 -1.702
H 0.552 -1.753 -0.405
H 3.006 0.217 -0.734
H -0.019 0.557 1.726
H -0.874 -0.114 0.506
H 1.617 -2.161 -1.741
H -0.075 -1.893 -2.047
H 0.092 0.521 -1.691
H -0.778 1.520 0.695
H -2.111 -0.301 2.648
H -2.182 1.485 2.646
H -2.984 0.549 1.369
H 1.464 0.073 -2.688

Here are the natural (NBO) charges for atoms 1 to 4, given in e: -0.597, -0.668, -0.609, 0.480


Short version: run one is the most stable of them.


Run one
This record from the OMol25 dataset describes a cluster of 2 separate species, C4H12NO in total. The level of theory is ωB97M-V/def2-TZVPD.

Calculated values
Lowest unoccupied orbital energy = -4.6 eV
Net charge = +1

CARTESIAN COORDINATES (ANGSTROEM)
O 0.017 -1.518 0.311
N -0.342 1.218 0.735
C 0.461 2.185 0.589
C -1.716 1.382 1.216
C 0.763 -2.005 -0.867
C 0.874 -0.875 -1.868
H -1.895 0.787 2.106
H -2.376 1.029 0.426
H -0.330 -2.302 0.760
H -0.112 0.240 0.436
H 1.471 1.999 0.246
H 1.320 -1.239 -2.793
H -0.123 -0.527 -2.140
H 0.196 -2.849 -1.249
H 1.743 -2.326 -0.522
H 0.135 3.194 0.812
H 1.489 -0.083 -1.464
H -1.914 2.427 1.432

Here are the natural (NBO) charges for atoms 1 to 4, given in e: -0.790, -0.389, 0.117, -0.434


Run two
This record from the OMol25 dataset describes a cluster of 2 separate species, C4H12NO in total. The level of theory is ωB97M-V/def2-TZVPD.

Calculated values
Lowest unoccupied orbital energy = -6.1 eV
Net charge = +1

CARTESIAN COORDINATES (ANGSTROEM)
O 0.555 1.585 3.093
N 0.489 0.476 -0.017
C 0.808 0.407 2.893
C 0.048 -0.526 -0.995
C -1.407 -0.932 -0.681
C 0.260 -0.079 -2.488
H -1.530 -0.993 0.402
H -0.501 0.545 -2.850
H -0.085 -0.228 3.183
H -1.827 -1.750 -1.074
H 0.448 -0.981 -3.070
H 0.736 -1.345 -0.795
H -1.879 -0.101 -1.169
H 1.178 0.444 -2.451
H -0.276 1.573 3.593
H 1.708 -0.010 2.447
H -0.147 1.266 0.146
H 1.422 0.648 -0.167

Here are the natural (NBO) charges for atoms 1 to 4, given in e: -0.474, -0.842, 0.378, -0.034


Run three
This record from the OMol25 dataset describes a cluster of 2 separate species, C4H12NO in total. The level of theory is ωB97M-V/def2-TZVPD.

Calculated values
Lowest unoccupied orbital energy = -3.3 eV
Net charge = +1

CARTESIAN COORDINATES (ANGSTROEM)
O -2.536 0.777 1.640
N -0.953 0.196 -0.572
C 0.830 1.743 -0.092
C 1.372 -1.748 0.091
C 0.493 0.529 -0.486
C 1.389 -0.600 -0.922
H 1.865 2.049 -0.086
H 2.386 -0.176 -1.003
H 2.216 -2.443 0.063
H -1.117 -0.808 -0.584
H 1.286 -1.457 1.134
H -3.102 0.055 1.928
H -1.378 0.558 -1.428
H 1.013 -0.927 -1.894
H 0.133 2.489 0.269
H 0.565 -2.455 -0.138
H -3.012 1.593 1.825
H -1.449 0.625 0.254

Here are the natural (NBO) charges for atoms 1 to 4, given in e: -0.967, -0.726, -0.359, -0.635


Short version: run three is the most stable of them.


Run one
This record from the OMol25 dataset describes a cluster of 2 separate species, C3H6N4 in total. The level of theory is ωB97M-V/def2-TZVPD.

Calculated values
Lowest unoccupied orbital energy = 1.0 eV

CARTESIAN COORDINATES (ANGSTROEM)
N -0.007 1.218 0.022
N 3.039 -1.192 -0.570
N 2.846 -0.283 0.072
N 2.967 0.707 0.740
C -0.664 -0.075 -0.321
C -1.026 1.331 -0.683
C -1.720 -0.972 0.382
H -1.557 -2.072 0.211
H -1.615 2.055 -1.168
H -0.107 -0.440 -1.179
H -2.783 -0.843 0.181
H -1.559 -0.801 1.433
H 2.186 1.367 0.878

Here are the natural (NBO) charges for atoms 1 to 4, given in e: -0.361, -0.110, 0.251, -0.558


Run two
This record from the OMol25 dataset describes an isolated molecule of C3H6N4. The level of theory is ωB97M-V/def2-TZVPD.

Calculated values
Lowest unoccupied orbital energy = 1.0 eV

CARTESIAN COORDINATES (ANGSTROEM)
N 0.543 0.033 1.090
N 1.144 1.108 1.638
N 0.726 2.161 1.220
N -0.274 0.223 0.061
C -0.663 -0.518 -0.834
C -0.418 -2.032 -1.099
C 0.496 3.158 0.597
H 0.649 -2.245 -1.305
H 1.169 -0.726 1.340
H -0.735 -2.476 -0.151
H -0.887 -2.458 -1.952
H -0.210 3.910 0.822
H -1.539 -0.137 -1.426

Here are the natural (NBO) charges for atoms 1 to 4, given in e: -0.291, -0.107, -0.070, -0.269


Run three
This record from the OMol25 dataset describes a structure of composition C3H6N4. The level of theory is ωB97M-V/def2-TZVPD.

Calculated values
Lowest unoccupied orbital energy = 0.8 eV

CARTESIAN COORDINATES (ANGSTROEM)
N 0.762 1.549 0.002
N -0.345 0.648 -0.270
N -1.109 -1.346 0.030
N -1.651 1.016 -0.096
C -0.048 -0.572 -0.281
C -2.012 -0.342 -0.072
C 1.277 -1.087 -0.056
H 0.664 2.073 1.003
H 1.258 -2.293 -0.101
H 0.657 2.386 -0.604
H -3.157 -0.383 0.185
H 2.232 -0.833 -0.779
H 1.471 -0.815 1.039

Here are the natural (NBO) charges for atoms 1 to 4, given in e: -0.650, -0.049, -0.464, -0.312


Run four
This record from the OMol25 dataset describes a cluster of 2 separate species, C3H6N4 in total. The level of theory is ωB97M-V/def2-TZVPD.

Calculated values
Lowest unoccupied orbital energy = 0.4 eV

CARTESIAN COORDINATES (ANGSTROEM)
N -2.855 -0.626 0.081
N 2.674 -0.432 0.118
N 2.047 0.420 -0.472
N -0.764 0.040 -0.297
C -2.782 0.769 0.134
C -1.515 1.197 -0.114
C -1.685 -1.036 -0.199
H 0.206 -0.075 -0.602
H 2.590 -1.506 0.085
H -1.568 -2.113 -0.318
H -1.295 2.245 -0.149
H 3.457 -0.054 0.792
H -3.662 1.264 0.318

Here are the natural (NBO) charges for atoms 1 to 4, given in e: -0.462, -0.387, -0.224, -0.564


Short version: run four is the most stable of them.


Run one
This record from the OMol25 dataset describes an isolated molecule of C3H6N4. The level of theory is ωB97M-V/def2-TZVPD.

Calculated values
Structure (SMILES) = [H]/N=C(\N)[C@H]1N=C1N
Lowest unoccupied orbital energy = 1.0 eV

CARTESIAN COORDINATES (ANGSTROEM)
N 0.722 -1.384 -1.049
N 2.432 -0.178 0.307
N -2.229 0.288 -0.186
N -0.163 1.414 -0.012
C 1.355 -0.643 -0.286
C -0.158 -0.933 0.085
C -0.873 0.321 0.001
H -0.540 -1.747 0.685
H 3.334 -0.510 -0.010
H 2.313 0.733 0.738
H -2.686 -0.613 -0.168
H -2.768 1.047 0.204
H -0.740 2.204 -0.310

Here are the natural (NBO) charges for atoms 1 to 4, given in e: -0.392, -0.808, -0.813, -0.756


Run two
This record from the OMol25 dataset describes an isolated molecule of C3H6N4. The level of theory is ωB97M-V/def2-TZVPD.

Calculated values
Structure (SMILES) = [H]/N=c1/[nH]cc(N)[nH]1
Lowest unoccupied orbital energy = 0.8 eV

CARTESIAN COORDINATES (ANGSTROEM)
N -0.033 -0.190 -0.914
N 0.127 -0.997 1.067
N -0.003 2.209 -0.493
N -0.213 -2.592 -0.471
C 0.001 -1.358 -0.228
C 0.015 0.894 -0.036
C 0.248 0.381 1.158
H -0.912 2.635 -0.401
H -0.501 -2.686 -1.432
H 0.163 0.886 2.072
H 0.835 2.863 -0.118
H 0.021 -0.178 -1.892
H 0.254 -1.867 1.689

Here are the natural (NBO) charges for atoms 1 to 4, given in e: -0.587, -0.583, -0.858, -0.822


Run three
This record from the OMol25 dataset describes an isolated molecule of C3H6N4. The level of theory is ωB97M-V/def2-TZVPD.

Calculated values
Lowest unoccupied orbital energy = 0.8 eV

CARTESIAN COORDINATES (ANGSTROEM)
N 0.807 -0.924 0.717
N 1.376 -0.012 0.254
N 0.669 1.069 -0.557
N -0.520 0.795 -0.570
C -1.470 0.201 -0.188
C 2.858 0.276 0.240
C -2.862 0.012 0.308
H -2.900 0.030 1.323
H 2.996 0.648 -0.760
H 3.021 1.104 0.800
H -3.601 0.565 -0.335
H -3.171 -1.093 0.148
H 3.403 -0.625 0.459

Here are the natural (NBO) charges for atoms 1 to 4, given in e: -0.227, 0.040, -0.340, -0.065


Short version: run two is the most stable of them.


Run one
This record from the OMol25 dataset describes an isolated molecule of C3H6N4. The level of theory is ωB97M-V/def2-TZVPD.

Calculated values
Structure (SMILES) = CNc1ncn[nH]1
Lowest unoccupied orbital energy = 0.7 eV

CARTESIAN COORDINATES (ANGSTROEM)
N 0.826 1.683 0.002
N 0.254 -0.193 -1.099
N 0.909 0.551 -2.045
N -0.587 0.174 1.131
C -1.067 -1.152 1.119
C 1.249 1.579 -1.380
C 0.202 0.528 0.049
H 1.942 2.222 -1.848
H -0.234 -1.863 0.895
H -1.834 -1.407 0.324
H -0.237 -0.939 -1.403
H -0.083 0.394 2.075
H -1.342 -1.577 2.181

Here are the natural (NBO) charges for atoms 1 to 4, given in e: -0.504, -0.412, -0.290, -0.603


Run two
This record from the OMol25 dataset describes a cluster of 2 separate species, C3H6N4 in total. The level of theory is ωB97M-V/def2-TZVPD.

Calculated values
Lowest unoccupied orbital energy = 0.8 eV

CARTESIAN COORDINATES (ANGSTROEM)
N -0.393 -1.017 0.020
N 2.048 0.719 -0.026
N 2.591 -0.485 0.023
N -1.072 1.078 0.050
C -2.192 0.353 0.043
C -0.042 0.262 0.065
C -1.764 -0.956 0.031
H 2.483 -1.186 -0.711
H 2.292 1.168 -0.864
H 2.533 -0.907 1.001
H -2.392 -1.750 -0.177
H -0.940 2.020 0.347
H -3.151 0.700 0.198

Here are the natural (NBO) charges for atoms 1 to 4, given in e: -0.541, -0.367, -0.581, -0.557


Short version: run one is the most stable of them.


Run one
This record from the OMol25 dataset describes a structure of composition C2H3OS. The level of theory is ωB97M-V/def2-TZVPD.

Calculated values
Lowest unoccupied orbital energy = 4.0 eV
Net charge = -1

CARTESIAN COORDINATES (ANGSTROEM)
S -1.046 0.383 -1.649
O -0.024 0.648 2.903
C 0.136 0.080 1.842
C 0.384 -0.396 0.662
H 1.081 -1.163 0.494
H 0.089 0.135 -0.321
H -1.489 -0.875 -1.694

Here are the natural (NBO) charges for atoms 1 to 4, given in e: -0.846, -0.594, 0.650, -0.816


Run two
This record from the OMol25 dataset describes the ion C2H3OS with charge -1. The level of theory is ωB97M-V/def2-TZVPD.

Calculated values
Structure (SMILES) = CC([O-])=S
Lowest unoccupied orbital energy = 4.1 eV
Net charge = -1

CARTESIAN COORDINATES (ANGSTROEM)
S -1.729 1.181 0.560
O 0.847 1.694 0.286
C -0.096 0.897 0.267
C 0.210 -0.787 -0.215
H -0.694 -1.136 -0.574
H 0.581 -1.206 0.682
H 0.881 -0.643 -1.006

Here are the natural (NBO) charges for atoms 1 to 4, given in e: -0.521, -0.691, 0.354, -0.729


Short version: run two is the most stable of them.